Record 1
C14H16B2CoF4N6O4S4 as an isolated structure, computed with ωB97M-V/def2-TZVPD.

Output
LUMO energy (alpha / beta): -3.127 / -2.313 eV
2S+1: 2
HOMO (alpha / beta): -7.29 / -7.70 eV
energy: -4597.42614 a.u.
⟨S²⟩: 1.2218

Element x y z (Å)
Co -0.63 0.70 -0.23
C 1.42 4.28 -0.63
C 0.64 3.08 -0.22
N 0.26 2.16 -1.02
O 0.60 2.22 -2.32
B -0.29 1.36 -3.21
F 0.11 1.59 -4.49
F -1.62 1.67 -2.95
O -0.08 -0.13 -2.94
N -0.46 -0.49 -1.71
C -0.54 -1.73 -1.41
C -0.32 -2.85 -2.36
C -0.80 -1.95 0.08
N -1.65 -0.76 0.52
O -1.92 -0.85 1.86
B -1.90 0.41 2.74
F -3.03 1.18 2.53
F -1.80 -0.09 4.01
O -0.69 1.29 2.56
N -0.47 1.76 1.33
C 0.27 2.80 1.20
C 0.79 3.60 2.35
C -1.41 -3.29 0.45
H 1.52 4.30 -1.71
H 2.42 4.27 -0.18
H 0.92 5.19 -0.30
H 0.00 -2.45 -3.32
H -1.25 -3.41 -2.51
H 0.43 -3.54 -1.98
H 0.17 3.41 3.23
H 0.79 4.66 2.12
H 1.81 3.30 2.59
H -0.68 -4.09 0.34
H -2.26 -3.52 -0.18
H -1.75 -3.25 1.49
S -3.23 -0.94 -0.50
S -4.68 -0.32 0.64
S -4.95 1.76 0.15
S -3.27 2.45 -0.47
N 4.41 -4.66 0.03
C 3.67 -3.78 0.13
C 2.75 -2.67 0.24
C 1.52 -2.84 0.79
C 0.56 -1.72 0.87
N 1.06 -0.43 0.46
C 2.26 -0.31 -0.03
C 3.15 -1.39 -0.20
H 1.26 -3.79 1.24
H 0.19 -1.63 1.90
H 2.56 0.69 -0.33
H 4.13 -1.24 -0.65

---

Record 2
A 2-piece molecular cluster, C4H10S overall, computed with ωB97M-V/def2-TZVPD.

Output
LUMO energy: 0.993 eV
HOMO: -9.05 eV
energy relative to the best compared isomer or geometry (same formula, charge and spin): 132.75 kJ/mol
energy: -556.53143 a.u.

Element x y z (Å)
C -2.58 0.35 -0.88
C -2.48 -0.39 0.20
C -1.53 -0.05 1.36
H -3.47 0.17 -1.49
H -1.88 1.01 -1.36
H -3.24 -1.13 0.44
H -1.54 1.03 1.41
H -0.51 -0.37 1.11
H -1.85 -0.49 2.30
C 1.10 -0.19 -0.97
S 2.55 0.10 0.10
H 1.48 -0.67 -1.87
H 0.61 0.74 -1.24
H 0.50 -0.90 -0.43
H 2.07 0.66 1.24

---

Record 3
One molecule with the formula C4H5NOS, computed with ωB97M-V/def2-TZVPD.

Output
LUMO energy: 0.707 eV
HOMO: -8.84 eV
energy relative to the best compared isomer or geometry (same formula, charge and spin): 432.95 kJ/mol
energy: -683.44301 a.u.

Element x y z (Å)
H -1.97 1.37 0.88
N -1.04 1.48 0.75
C -0.33 0.59 0.29
C 1.29 0.98 -0.17
C 2.38 0.76 -0.58
S 3.99 0.97 -1.02
O -0.45 -0.69 0.01
C -1.69 -1.22 0.41
H 3.90 -0.19 -1.84
H -1.97 -0.88 1.40
H -1.56 -2.36 0.22
H -2.56 -0.82 -0.37

---

Record 4
C24H26CuF6N5O4S2 as an isolated structure, computed with ωB97M-V/def2-TZVPD.

Output
LUMO energy (alpha / beta): 2.639 / 2.230 eV
2S+1: 2
net charge: -1
HOMO (alpha / beta): -4.35 / -4.48 eV
energy: -4540.94999 a.u.
⟨S²⟩: 0.7601

Element x y z (Å)
Cu 0.04 -0.38 -0.56
C -2.06 0.54 -2.69
C -3.00 0.72 -1.50
C -2.95 -0.40 -0.42
N -1.77 -1.21 -0.50
C -1.78 -2.52 -0.59
C -2.93 -3.32 -0.79
C -3.10 -4.68 -0.77
C -2.22 -5.69 -0.42
C -0.88 -5.54 -0.08
C -0.10 -4.41 -0.19
C -0.43 -3.11 -0.62
N 0.47 -2.26 -1.07
C 1.84 -2.59 -1.34
C 2.79 -2.45 -0.14
C 2.38 -1.30 0.80
N 1.82 -0.17 0.12
C 2.49 0.87 -0.31
C 3.89 0.95 -0.37
C 4.71 2.04 -0.61
C 4.38 3.38 -0.64
C 3.11 3.93 -0.50
C 1.89 3.30 -0.59
C 1.59 1.93 -0.81
N 0.50 1.48 -1.36
C -0.44 2.41 -1.93
C -1.28 1.80 -3.05
H -2.62 0.22 -3.57
H -1.33 -0.25 -2.46
H -4.03 0.82 -1.84
H -2.76 1.66 -0.99
H -3.87 -1.00 -0.49
H -2.96 0.09 0.56
H -3.83 -2.77 -1.05
H -4.10 -5.02 -1.03
H -2.61 -6.70 -0.39
H -0.37 -6.43 0.26
H 0.94 -4.54 0.08
H 2.17 -1.89 -2.12
H 1.92 -3.61 -1.74
H 3.80 -2.28 -0.54
H 2.83 -3.37 0.44
H 3.24 -1.01 1.41
H 1.59 -1.66 1.47
H 4.41 0.00 -0.25
H 5.76 1.81 -0.71
H 5.21 4.08 -0.73
H 3.08 5.01 -0.37
H 1.02 3.93 -0.47
H 0.09 3.28 -2.35
H -1.10 2.77 -1.12
H -0.62 1.57 -3.89
H -1.98 2.57 -3.39
F 0.99 2.07 3.65
C 0.51 1.06 4.37
F 1.54 0.24 4.65
F 0.10 1.57 5.53
S -0.94 0.20 3.50
O -0.38 -0.44 2.35
O -1.47 -0.65 4.52
N -1.88 1.43 3.25
S -1.80 2.21 1.89
O -0.67 1.92 1.06
O -3.08 2.34 1.26
C -1.49 4.00 2.46
F -1.99 4.27 3.67
F -0.20 4.32 2.47
F -2.08 4.84 1.60

---

Record 5
An isolated ion of composition C35H15F16O2Si and charge +1, computed with ωB97M-V/def2-TZVPD.

Output
LUMO energy: -4.386 eV
net charge: +1
HOMO: -12.12 eV
energy relative to the best compared isomer or geometry (same formula, charge and spin): 27.22 kJ/mol
energy: -3380.23138 a.u.

Element x y z (Å)
F 3.71 4.71 -2.87
C 3.15 3.51 -2.57
C 2.51 2.79 -3.60
F 2.48 3.24 -4.88
C 1.98 1.54 -3.29
F 1.52 0.79 -4.33
C 2.02 0.97 -2.01
Si 1.33 -0.72 -1.60
C -0.03 -1.16 -2.84
C -0.20 -2.40 -3.50
F 0.89 -3.22 -3.58
C -1.31 -2.78 -4.25
F -1.27 -3.92 -4.98
C -2.36 -1.87 -4.28
F -3.45 -2.23 -4.95
C -2.26 -0.61 -3.69
F -3.29 0.25 -3.75
C -1.03 -0.25 -3.16
F -0.81 1.10 -2.99
C 2.73 -1.98 -1.69
C 3.78 -1.94 -2.63
F 3.72 -0.93 -3.56
C 4.74 -2.93 -2.81
F 5.60 -2.82 -3.85
C 4.68 -4.07 -1.99
F 5.52 -5.08 -2.26
C 3.68 -4.18 -1.03
F 3.53 -5.36 -0.38
C 2.73 -3.16 -0.91
F 1.64 -3.44 -0.12
O 0.70 -0.59 0.05
C -0.58 -0.52 0.32
C -1.24 -0.59 1.67
C -2.46 -1.40 1.22
C -2.83 -0.66 -0.07
O -1.52 -0.31 -0.61
C 2.76 1.69 -1.07
F 3.09 1.11 0.12
C 3.28 2.96 -1.30
F 3.99 3.62 -0.36
H -0.72 -0.88 2.52
H -2.28 -2.48 0.87
H -3.31 -1.51 1.89
H -3.39 -1.19 -0.89
H -3.31 0.28 0.18
F -5.24 -0.02 6.76
C -4.41 0.19 5.70
C -4.96 0.29 4.43
C -4.06 0.53 3.38
C -2.67 0.60 3.59
C -1.77 0.84 2.36
C -0.62 1.82 2.48
C -0.28 2.52 1.31
C 0.73 3.48 1.26
C 1.40 3.78 2.45
C 1.28 2.92 3.53
C 0.25 1.97 3.57
C -2.18 0.21 4.85
C -3.05 -0.04 5.92
H -6.02 0.26 4.23
H -4.48 0.72 2.38
H -2.47 1.41 1.69
H -0.83 2.28 0.40
H 0.85 4.10 0.36
H 2.08 4.63 2.49
H 1.91 3.07 4.41
H 0.19 1.30 4.42
H -1.10 0.06 4.96
H -2.64 -0.29 6.89

---

Record 6
One molecule with the formula C3H4N2OS2, computed with ωB97M-V/def2-TZVPD.

Output
LUMO energy: -1.026 eV
HOMO: -9.13 eV
energy relative to the best compared isomer or geometry (same formula, charge and spin): 122.69 kJ/mol
energy: -1097.80781 a.u.

Element x y z (Å)
H -0.76 1.01 1.94
N -0.26 1.06 1.03
C -0.94 0.47 0.15
N -2.24 0.01 0.16
S -0.31 0.36 -1.52
C 1.36 0.10 -1.23
S 2.54 0.42 -2.29
C 1.79 -0.66 0.04
O 1.16 -1.64 0.43
H -2.33 -0.87 -0.35
H -2.71 0.02 1.07
H 2.68 -0.28 0.57

---

Record 7
C18H47Li3N3O2 as an isolated structure, computed with ωB97M-V/def2-TZVPD.

Output
LUMO energy: -5.009 eV
net charge: +1
HOMO: -9.89 eV
energy relative to the best compared isomer or geometry (same formula, charge and spin): 831.13 kJ/mol
energy: -1050.97264 a.u.

Element x y z (Å)
Li -1.19 0.50 2.58
Li 2.29 -0.44 1.13
Li -0.84 -2.33 0.43
O 1.46 0.32 3.93
H 1.72 1.09 4.48
O -0.12 0.56 -0.06
H -0.33 1.42 -0.48
C -0.01 -4.62 -3.64
C -1.52 -4.55 -3.27
N -2.03 -3.30 -2.73
C -3.49 -3.41 -2.54
C -3.81 -4.29 -1.30
C -1.73 -2.09 -3.52
C -2.39 -2.18 -4.88
H 0.38 -3.82 -4.27
H 0.35 -5.58 -4.01
H 0.58 -4.56 -2.73
H -2.08 -4.73 -4.18
H -1.86 -5.39 -2.66
H -3.95 -2.42 -2.48
H -3.90 -3.90 -3.42
H -4.90 -4.36 -1.22
H -3.60 -5.35 -1.46
H -3.50 -3.96 -0.31
H -0.65 -2.01 -3.61
H -2.02 -1.13 -3.09
H -1.83 -2.90 -5.48
H -2.10 -1.20 -5.28
H -3.44 -2.43 -5.05
C -4.79 2.07 1.94
C -3.91 3.23 2.57
N -2.97 2.88 3.62
C -2.39 4.05 4.18
C -1.23 4.62 3.23
C -3.53 2.01 4.72
C -4.71 2.66 5.48
H -4.21 1.15 1.89
H -5.07 2.41 0.94
H -5.69 1.86 2.52
H -3.33 3.66 1.76
H -4.58 4.06 2.82
H -3.11 4.85 4.30
H -1.94 3.76 5.13
H -1.62 5.06 2.31
H -0.76 5.43 3.79
H -0.46 3.85 3.10
H -2.73 1.81 5.44
H -3.82 1.02 4.38
H -5.04 1.94 6.23
H -5.44 2.67 4.67
H -4.62 3.69 5.84
C 6.85 -1.24 -1.62
C 5.39 -1.14 -1.13
N 5.00 0.29 -0.70
C 5.00 1.31 -1.82
C 4.06 0.81 -2.96
C 5.82 0.70 0.43
C 5.48 1.92 1.27
H 7.01 -2.32 -1.70
H 7.50 -0.91 -0.81
H 7.18 -0.74 -2.52
H 4.82 -1.52 -1.98
H 5.33 -1.96 -0.41
H 6.04 1.43 -2.13
H 4.69 2.27 -1.42
H 3.77 1.51 -3.74
H 3.09 0.46 -2.59
H 4.47 0.00 -3.56
H 5.89 -0.17 1.09
H 6.86 0.92 0.19
H 5.03 2.60 0.56
H 4.80 1.68 2.09
H 6.34 2.42 1.73

---

Record 8
A 3-piece molecular cluster, C2H4NO3P overall, computed with ωB97M-V/def2-TZVPD.

Output
LUMO energy: -0.626 eV
HOMO: -8.74 eV
energy relative to the best compared isomer or geometry (same formula, charge and spin): 307.66 kJ/mol
energy: -700.38560 a.u.

Element x y z (Å)
O 5.59 0.43 -0.87
C 5.33 -0.62 -0.54
O 5.13 -1.71 -0.26
C -1.18 -0.42 -0.98
N -0.77 -1.55 -0.86
H -0.89 0.23 -0.16
H -1.65 -0.14 -1.90
H -1.03 -2.28 -1.51
O 2.08 0.47 0.82
P 2.01 -1.00 0.66
H 0.48 -1.23 0.73

---

Record 9
C17H32FeNO2P2 as an isolated structure, computed with ωB97M-V/def2-TZVPD.

Output
LUMO energy (alpha / beta): -2.676 / -5.126 eV
2S+1: 5
net charge: +1
HOMO (alpha / beta): -9.17 / -11.17 eV
energy relative to the best compared isomer or geometry (same formula, charge and spin): 0.00 kJ/mol
energy: -2818.21793 a.u.
⟨S²⟩: 6.0712

Element x y z (Å)
Fe -0.24 0.52 -0.34
P 0.35 0.87 1.69
C 0.41 2.65 1.36
C 0.68 3.06 0.04
N 0.48 2.09 -0.93
C 0.86 2.23 -2.22
C 1.50 3.40 -2.61
C 1.65 4.43 -1.67
C 1.18 4.30 -0.37
C 0.52 1.11 -3.15
P -0.77 0.01 -2.37
H 1.30 5.08 0.38
H 1.85 3.51 -3.63
H 2.20 5.34 -1.95
H 0.13 1.44 -4.11
H 1.37 0.46 -3.38
H -1.96 3.32 1.92
H 0.39 3.37 2.19
H -3.27 1.57 0.64
O -2.96 3.26 1.70
H -3.09 3.88 0.96
H -1.58 0.22 -0.05
O -3.57 0.76 0.18
H -3.71 0.23 1.02
C -2.33 0.73 -2.98
H -2.24 0.93 -4.06
H -3.15 0.03 -2.80
H -2.54 1.67 -2.45
C -0.67 -1.61 -3.17
H -1.49 -2.24 -2.79
H -0.75 -1.51 -4.27
H 0.29 -2.08 -2.91
C 2.11 0.66 2.07
H 2.27 1.00 3.11
H 2.37 -0.39 1.92
H 2.68 1.30 1.38
C -0.56 0.50 3.22
H -0.66 -0.59 3.29
H 0.03 0.88 4.07
H -1.56 0.97 3.22
C 0.27 -4.70 0.16
C 0.79 -3.64 1.12
C 0.16 -3.84 2.48
C 2.30 -3.74 1.22
C 0.42 -2.31 0.63
C 0.06 -1.20 0.22
H 0.50 -5.70 0.52
H 0.71 -4.59 -0.83
H -0.81 -4.63 0.06
H 0.41 -4.82 2.89
H 0.50 -3.09 3.20
H -0.93 -3.78 2.43
H 2.78 -3.62 0.25
H 2.71 -2.99 1.90
H 2.60 -4.72 1.61

---

Record 10
One molecule with the formula C7H12, computed with ωB97M-V/def2-TZVPD.

Output
LUMO energy: 0.598 eV
HOMO: -8.27 eV
energy relative to the best compared isomer or geometry (same formula, charge and spin): 293.33 kJ/mol
energy: -273.79683 a.u.

Element x y z (Å)
C -2.17 -0.66 0.71
C -1.34 -0.18 -0.48
C 0.65 -0.04 -1.68
C 1.53 0.99 -1.07
C 1.40 1.00 0.47
C 0.94 -0.44 0.75
C 0.10 -0.79 -0.50
H -3.18 -0.25 0.64
H -2.25 -1.75 0.73
H -1.75 -0.33 1.67
H -1.83 -0.46 -1.41
H -1.29 0.91 -0.47
H 2.51 0.56 -1.36
H 1.50 1.96 -1.57
H 2.33 1.26 0.98
H 0.64 1.72 0.78
H 0.40 -0.55 1.69
H 1.81 -1.10 0.80
H 0.00 -1.86 -0.68

---

Record 11
C3H3N2O4S as an isolated structure, computed with ωB97M-V/def2-TZVPD.

Output
LUMO energy (alpha / beta): 3.579 / 3.579 eV
net charge: -1
HOMO (alpha / beta): -4.28 / -4.28 eV
energy relative to the best compared isomer or geometry (same formula, charge and spin): 236.52 kJ/mol
energy: -924.76116 a.u.

Element x y z (Å)
C 0.62 -0.36 -0.82
C -0.28 0.13 0.19
C 1.26 -1.57 -0.27
N -0.10 -0.71 1.22
N 0.84 -1.71 1.05
O 2.17 1.69 -0.87
O 2.03 -2.26 -0.87
O 1.72 0.97 1.43
O 3.36 -0.25 0.08
S 2.20 0.60 0.10
H 0.77 0.15 -1.75
H -1.17 0.73 0.20
H -0.49 -0.43 2.14

---

Record 12
C4H7NO as an isolated structure, computed with ωB97M-V/def2-TZVPD.

Output
LUMO energy (alpha / beta): -0.112 / 0.228 eV
HOMO (alpha / beta): -8.41 / -7.92 eV
energy relative to the best compared isomer or geometry (same formula, charge and spin): 549.02 kJ/mol
energy: -286.42253 a.u.

Element x y z (Å)
O 2.08 1.67 -0.49
C 1.19 0.64 -0.50
C -0.31 -1.71 -0.23
C -0.99 -0.47 0.04
N -0.86 -0.20 1.43
C -0.11 0.74 -0.14
H 1.69 2.41 -0.01
H 1.65 -0.28 -0.85
H -0.44 -2.54 0.46
H 0.38 -1.84 -1.06
H -1.97 -0.32 -0.44
H -1.75 0.19 1.78
H -0.56 1.72 0.02

---

Question: Among the records above, which one has the lowest energy?
Answer: C14H16B2CoF4N6O4S4